{"formula": "C35H25BrN6O5S3Ta", "method": "the ωB97M-V functional and the def2-TZVPD basis", "elements": ["Ta", "C", "N", "C", "C", "C", "C", "C", "N", "C", "C", "C", "C", "C", "C", "H", "H", "H", "H", "H", "H", "H", "H", "H", "H", "H", "S", "C", "N", "C", "C", "C", "C", "C", "C", "S", "H", "H", "H", "H", "Br", "C", "C", "C", "C", "C", "C", "C", "O", "O", "H", "H", "H", "H", "O", "S", "O", "O", "C", "N", "C", "C", "C", "N", "C", "C", "C", "N", "C", "C", "H", "H", "H", "H", "H", "H"], "xyz": [[0.07964, 1.18427, 0.94061], [2.30433, 3.71108, 0.53734], [0.90565, 3.21047, 0.64974], [0.02568, 4.17428, 0.52332], [-1.31839, 3.82091, 0.50488], [-2.49115, 4.53304, 0.37547], [-3.52631, 3.58063, 0.37021], [-2.93954, 2.34810, 0.49535], [-1.56100, 2.44819, 0.59556], [2.61837, 4.24423, -0.84339], [2.02491, 3.72466, -1.98940], [2.36887, 4.21326, -3.24248], [3.31026, 5.22510, -3.36084], [3.89853, 5.75391, -2.22089], [3.54887, 5.27015, -0.96881], [3.00117, 2.93530, 0.82672], [2.43382, 4.50476, 1.27624], [0.35100, 5.20523, 0.41997], [-2.58037, 5.60495, 0.29539], [-4.58325, 3.76473, 0.27625], [-3.45035, 1.40271, 0.50034], [1.28303, 2.93790, -1.91469], [1.89559, 3.80693, -4.12706], [3.57439, 5.60927, -4.33682], [4.62278, 6.55307, -2.30400], [4.00594, 5.69401, -0.08190], [-0.01120, 0.96599, 3.34240], [0.43698, -0.67517, 2.90065], [0.55348, -0.88216, 1.61442], [0.87200, -2.19786, 1.30697], [1.10023, -2.73757, 0.04403], [1.39574, -4.08358, -0.03497], [1.46539, -4.88128, 1.11280], [1.24991, -4.35040, 2.36891], [0.95520, -2.99412, 2.45419], [0.65424, -2.04863, 3.88903], [1.05928, -2.11767, -0.84199], [1.57518, -4.53332, -1.00196], [1.69019, -5.93430, 1.01585], [1.30365, -4.97003, 3.25335], [4.30386, -1.05842, 2.23425], [4.66837, -0.47368, 0.47665], [5.89358, -0.80363, -0.07410], [6.18415, -0.44046, -1.38246], [5.24986, 0.22675, -2.16264], [4.01546, 0.53718, -1.62631], [3.72479, 0.21015, -0.29864], [2.43071, 0.62486, 0.21814], [1.36787, 0.61066, -0.55094], [2.19781, 1.03038, 1.39039], [6.61433, -1.34889, 0.51846], [7.15070, -0.69552, -1.79621], [5.47950, 0.49750, -3.18357], [3.27277, 1.05069, -2.22130], [-5.77835, -6.13593, 2.44809], [-6.75691, -5.10588, 2.14776], [-8.07957, -5.56228, 1.81089], [-6.69043, -3.93391, 2.99746], [-6.06918, -4.48669, 0.57241], [-6.40799, -5.04866, -0.59464], [-5.80198, -4.60144, -1.68003], [-4.83601, -3.59485, -1.65683], [-4.56921, -3.07815, -0.40220], [-5.18100, -3.50843, 0.69009], [-3.57128, -2.02437, -0.11049], [-3.53299, -1.50412, 1.19014], [-2.58825, -0.57180, 1.52685], [-1.66342, -0.14848, 0.64514], [-1.70370, -0.62727, -0.61233], [-2.64009, -1.54296, -1.03117], [-6.08870, -5.06237, -2.61965], [-4.35664, -3.25873, -2.56549], [-4.25251, -1.87158, 1.91365], [-2.53582, -0.14989, 2.52271], [-0.94205, -0.27157, -1.30410], [-2.61045, -1.89929, -2.05075]], "forces_ev_per_a": [[-0.25, -0.07, 0.49], [-0.07, 0.03, 0.10], [0.10, 0.08, 0.08], [-0.09, -0.08, 0.05], [0.23, 0.06, 0.05], [-0.03, -0.02, 0.00], [-0.01, 0.04, 0.00], [0.01, -0.11, 0.00], [-0.22, 0.24, -0.15], [0.00, -0.02, -0.01], [0.00, -0.02, -0.01], [0.01, 0.00, 0.00], [-0.01, 0.00, -0.01], [-0.01, 0.00, 0.01], [0.04, -0.02, -0.01], [0.01, -0.02, -0.02], [-0.02, 0.02, -0.01], [-0.01, 0.01, -0.02], [0.01, 0.00, -0.02], [0.00, 0.00, 0.00], [0.02, -0.01, 0.02], [0.00, -0.01, 0.01], [0.00, 0.00, 0.00], [0.00, 0.00, 0.00], [0.00, 0.00, 0.00], [0.00, 0.00, 0.00], [-0.17, -0.01, 0.02], [-0.06, -0.06, -0.08], [0.15, 0.13, 0.51], [-0.04, -0.02, 0.02], [0.03, -0.03, 0.00], [0.00, 0.02, -0.01], [-0.01, -0.01, 0.02], [0.01, -0.01, -0.01], [-0.01, 0.01, -0.01], [0.00, 0.03, -0.01], [-0.02, 0.01, 0.01], [0.00, 0.00, 0.00], [0.00, 0.00, 0.00], [0.00, 0.00, 0.00], [0.03, 0.00, -0.02], [0.02, 0.03, 0.04], [0.00, 0.00, -0.01], [0.01, -0.01, 0.02], [-0.03, 0.01, -0.01], [0.06, -0.08, -0.05], [-0.04, -0.01, 0.01], [-0.10, -0.08, 0.20], [-0.18, 0.10, -0.17], [0.37, -0.15, -0.56], [0.00, 0.00, 0.00], [0.00, 0.00, 0.00], [0.01, 0.00, 0.01], [-0.02, 0.04, 0.02], [0.01, 0.03, -0.02], [0.03, 0.00, -0.03], [-0.02, -0.01, -0.01], [0.02, 0.03, 0.02], [-0.05, -0.01, -0.01], [0.01, -0.03, 0.01], [0.03, 0.01, -0.03], [-0.05, -0.03, 0.05], [0.02, 0.00, -0.02], [0.02, -0.04, 0.03], [0.04, 0.06, -0.03], [-0.05, -0.01, 0.02], [0.15, -0.12, 0.20], [0.28, 0.15, -0.69], [-0.05, -0.03, -0.04], [0.01, -0.04, 0.07], [-0.01, 0.00, 0.01], [-0.01, 0.01, 0.00], [0.00, 0.00, 0.00], [-0.01, 0.00, -0.03], [-0.05, 0.01, 0.02], [-0.02, 0.00, 0.00]], "mulliken_charge": [0.740, -1.652, -0.161, 0.557, -0.069, -0.954, -0.903, -0.225, 0.462, 0.855, -0.001, -0.773, -0.495, -0.583, -0.782, 0.555, 0.639, 0.513, 0.511, 0.483, 0.502, 0.401, 0.441, 0.422, 0.418, 0.411, -0.453, 0.295, 0.997, -0.972, -0.155, -1.035, -0.608, -0.591, 1.000, -0.159, 0.493, 0.468, 0.443, 0.467, -0.080, 0.343, -0.725, -0.557, -1.058, -0.340, -0.168, 1.932, -0.713, -0.650, 0.466, 0.435, 0.445, 0.487, -0.665, 1.175, -0.650, -0.662, 0.037, -0.452, -0.351, -0.691, 0.145, -0.268, 1.413, -0.653, -0.962, 0.619, -0.493, -0.965, 0.422, 0.363, 0.751, 0.609, 0.598, 0.363], "e_tot_ev": -159974.48371, "de_lowest_kj_mol": 14.8, "spin_multiplicity": 1, "total_charge": 1, "lumo_energy_ev": -5.8}